A cluster of 12 separate species, C48H96O24S12 in total in a non-equilibrium geometry, computed with ωB97M-V/def2-TZVPD.

XYZ file:
```
180
Properties=species:S:1:pos:R:3:forces:R:3:lowdin_charge:R:1
O -5.752359 2.501518 -3.331269 -0.333 -0.168 -0.272 -0.327
S -6.600634 1.722455 -2.452304 1.287 1.116 0.321 0.664
O -7.942711 1.380658 -2.776331 -1.255 -0.232 -0.870 -0.310
C -5.758659 0.251354 -1.954505 -0.287 -0.361 0.042 -0.222
C -5.868815 0.304631 -0.415776 0.261 -0.876 -0.343 -0.203
C -5.706912 1.754104 -0.002048 0.526 0.047 0.781 -0.246
C -6.665014 2.533668 -0.855337 -0.840 0.251 0.640 -0.223
H -4.755548 0.153571 -2.388411 -0.189 0.503 0.548 0.065
H -6.337178 -0.568599 -2.368377 -0.130 -0.104 0.000 0.107
H -6.855417 -0.081800 -0.120477 0.199 0.058 -0.013 0.117
H -5.104118 -0.388446 -0.080387 0.081 -0.016 0.629 0.100
H -4.680950 2.081063 -0.163079 0.067 0.068 -0.323 0.089
H -5.904175 2.029266 1.042984 -0.037 -0.597 -0.046 0.111
H -6.316308 3.572085 -0.868232 -0.555 -0.121 -0.498 0.113
H -7.728137 2.396589 -0.467952 1.315 0.435 -0.627 0.132
O -0.848648 -4.114218 -1.565301 -1.214 -0.696 0.929 -0.354
S -1.756441 -4.826212 -0.638658 1.741 0.172 -1.722 0.702
O -1.277117 -5.009513 0.714206 -0.017 -0.109 0.112 -0.329
C -3.378998 -4.105710 -0.569385 -0.171 0.016 -1.300 -0.230
C -4.364872 -5.288185 -0.766076 1.041 0.531 -0.514 -0.185
C -3.571910 -6.572481 -0.560780 -0.137 -0.838 0.847 -0.249
C -2.239799 -6.470546 -1.311463 -0.071 0.270 0.672 -0.190
H -3.457956 -3.282178 -1.330280 0.049 -0.880 0.734 0.087
H -3.450232 -3.727721 0.426080 0.018 0.284 0.424 0.042
H -5.205853 -5.164526 -0.108694 -0.297 -0.151 0.370 0.103
H -4.725236 -5.305796 -1.783788 -0.223 0.247 -0.394 0.113
H -4.191763 -7.440061 -0.813487 0.346 0.040 -0.102 0.118
H -3.293917 -6.658653 0.500414 -0.281 -0.152 -0.134 0.114
H -2.366884 -6.403663 -2.388365 0.068 0.215 -0.125 0.103
H -1.491625 -7.263052 -1.063368 -0.559 0.890 -0.018 0.121
O 4.441113 2.417956 -1.643097 0.244 0.070 0.027 -0.339
S 4.086493 1.216680 -2.369770 -1.599 -2.348 1.770 0.742
O 4.088849 -0.090262 -1.632533 0.169 2.837 -1.045 -0.333
C 2.481805 1.441519 -3.153343 -0.463 -0.461 -0.429 -0.192
C 2.718001 1.045626 -4.639653 -0.026 -0.229 -0.204 -0.198
C 4.132026 1.528081 -4.982994 0.011 -0.248 0.836 -0.186
C 5.010342 1.031386 -3.827394 -0.139 -1.281 -0.899 -0.232
H 2.137375 2.477222 -2.992041 0.576 -0.320 -0.353 0.072
H 1.754675 0.815484 -2.634284 0.197 -0.211 0.035 0.070
H 2.688322 -0.035889 -4.870742 -0.066 0.410 0.837 0.092
H 1.960125 1.461951 -5.301447 -0.001 0.413 0.103 0.108
H 4.162612 2.597654 -5.067119 0.095 0.629 -0.063 0.112
H 4.529514 1.075161 -5.867303 -0.004 -0.104 -0.756 0.112
H 5.963197 1.496229 -3.711571 0.669 0.357 0.029 0.102
H 5.099502 -0.074175 -3.924244 0.157 0.696 0.045 0.105
O -0.973087 2.009631 4.658033 -0.563 0.066 -0.522 -0.316
S 0.202959 1.198543 4.793857 0.832 0.396 0.992 0.676
O 0.268406 -0.146851 4.294068 -0.373 -0.544 -0.568 -0.329
C 1.664170 2.147565 4.270514 -2.050 0.358 -1.229 -0.232
C 2.051025 2.856631 5.511182 0.292 0.923 -0.225 -0.233
C 1.945386 1.823470 6.656258 0.913 1.151 -0.590 -0.204
C 0.594061 1.160961 6.561581 0.179 -0.099 0.043 -0.211
H 1.293407 2.823927 3.461890 0.350 -0.643 0.502 0.115
H 2.392083 1.477544 3.903305 0.774 -0.981 -0.464 0.064
H 3.041329 3.284164 5.342628 0.228 -0.239 0.488 0.118
H 1.403393 3.735122 5.518746 -0.257 -0.052 0.964 0.119
H 2.045960 2.343395 7.597887 0.314 -0.187 0.404 0.110
H 2.780185 1.131674 6.454897 -0.440 0.007 0.504 0.108
H -0.151043 1.714832 7.152188 0.052 -0.298 -0.514 0.114
H 0.662082 0.121981 6.868160 -0.281 -0.094 0.016 0.096
O 0.088052 1.956132 1.134467 0.440 1.080 0.588 -0.301
S -0.236240 0.770292 0.409432 0.917 -0.360 -1.029 0.693
O -0.077695 0.813302 -1.042346 -0.124 -0.351 0.715 -0.329
C 0.653847 -0.648115 1.061445 -1.293 -0.583 0.616 -0.172
C -0.472991 -1.634293 1.485381 -0.047 0.028 0.849 -0.187
C -1.766419 -1.275688 0.780388 -0.011 0.791 -1.479 -0.191
C -1.845539 0.254137 0.838095 -0.111 -1.157 -0.535 -0.211
H 1.214353 -0.323371 1.921323 0.271 0.326 0.169 0.063
H 1.306620 -1.074688 0.329794 0.301 0.123 -0.565 0.067
H -0.274837 -2.675631 1.318834 0.573 -0.532 -0.450 0.087
H -0.643782 -1.590581 2.574197 0.154 0.415 -0.316 0.102
H -2.635973 -1.665204 1.279873 -0.266 -0.556 -0.044 0.081
H -1.743958 -1.579813 -0.291673 -0.146 -0.109 0.682 0.121
H -1.996084 0.483042 1.857583 -0.082 0.832 1.233 0.094
H -2.561689 0.753238 0.208003 -0.288 0.099 -0.382 0.095
O 4.317881 -4.247305 -3.950794 0.458 -1.622 -0.692 -0.299
S 3.648312 -3.143694 -3.372660 0.337 0.525 2.526 0.663
O 3.631995 -1.929109 -4.114025 0.135 1.659 -0.883 -0.319
C 2.000997 -3.395841 -2.850045 -1.612 0.158 0.153 -0.231
C 1.858150 -2.480696 -1.633932 -0.663 0.987 -0.029 -0.250
C 3.059369 -2.744323 -0.755222 -0.393 -2.506 -0.204 -0.228
C 4.263953 -2.909456 -1.630176 0.768 -0.460 -1.354 -0.195
H 1.842905 -4.404727 -2.496339 0.009 -0.488 -0.293 0.109
H 1.276161 -3.119682 -3.646733 0.653 -0.453 0.348 0.115
H 1.830801 -1.443778 -1.979635 -0.031 0.075 0.099 0.097
H 0.934609 -2.700822 -1.077367 0.199 0.055 -0.487 0.091
H 2.816617 -3.771602 -0.370049 0.387 0.757 0.260 0.138
H 3.277313 -2.106202 0.065840 -0.175 0.830 0.552 0.073
H 4.803143 -3.837034 -1.463354 0.096 -0.057 0.154 0.100
H 4.958355 -2.082999 -1.571578 0.016 0.146 -0.238 0.077
O -2.362366 -3.118974 -4.670159 -0.131 0.355 0.190 -0.299
S -2.657375 -1.907244 -3.935726 -1.721 0.321 1.340 0.708
O -3.727061 -1.915905 -2.900637 1.737 -0.391 -1.097 -0.359
C -1.127983 -1.161336 -3.405934 -0.112 0.054 0.956 -0.228
C -0.627035 -0.327846 -4.566650 0.231 0.399 -0.590 -0.196
C -1.693692 -0.259978 -5.696816 -0.719 1.499 1.385 -0.167
C -3.046345 -0.580386 -5.011545 0.762 -0.004 -1.788 -0.232
H -0.455642 -1.988345 -3.174311 -0.181 0.178 0.425 0.073
H -1.327952 -0.472878 -2.558443 0.027 -0.854 -0.233 0.079
H -0.360879 0.674363 -4.178312 -0.105 -0.477 -0.343 0.101
H 0.250449 -0.803986 -4.984581 0.433 0.183 -0.011 0.104
H -1.483362 -1.001477 -6.433772 0.101 -0.331 -0.695 0.100
H -1.740334 0.770969 -6.125165 0.124 -0.947 0.033 0.118
H -3.774210 -0.873450 -5.745541 -0.458 -0.441 -0.212 0.109
H -3.453266 0.242777 -4.466666 -0.031 0.481 0.724 0.071
O -3.299914 3.751172 -1.372138 -0.071 -0.927 -0.756 -0.332
S -2.638969 2.978345 -2.423956 1.325 0.086 1.511 0.741
O -2.744467 1.504492 -2.473053 -0.331 1.579 0.011 -0.349
C -2.958697 3.687055 -4.055607 0.052 -0.224 0.273 -0.209
C -1.566086 3.902981 -4.633231 0.283 0.485 0.151 -0.208
C -0.702592 4.398294 -3.471498 -0.480 0.653 -0.692 -0.242
C -0.839486 3.399769 -2.371569 -0.589 0.151 0.863 -0.214
H -3.487875 4.646749 -3.932895 -0.026 -0.658 0.031 0.125
H -3.550508 2.887058 -4.487072 -0.333 0.382 -0.511 0.078
H -1.133910 2.975141 -5.005429 -0.091 -0.081 -0.261 0.101
H -1.523729 4.688162 -5.392050 -0.366 -0.408 -0.267 0.121
H -1.059883 5.423941 -3.190754 0.311 -0.901 0.146 0.142
H 0.314330 4.496657 -3.782791 0.657 0.135 -0.132 0.084
H -0.492413 3.823848 -1.427582 -0.799 -0.026 0.296 0.098
H -0.314647 2.456046 -2.406812 0.174 -0.162 -0.803 0.056
O 3.311502 -0.784900 4.965317 -0.019 -0.295 -0.591 -0.335
S 3.406115 -2.205626 4.664680 -1.750 1.287 0.958 0.676
O 4.604532 -2.849090 5.070113 1.437 -0.957 -0.093 -0.290
C 2.012221 -3.064905 5.413426 -0.671 -0.023 -0.477 -0.184
C 1.382581 -3.897352 4.289707 -0.303 0.872 0.989 -0.214
C 2.377851 -4.046965 3.238632 0.686 -1.021 -1.859 -0.255
C 2.879044 -2.673597 3.035335 0.428 0.735 -0.140 -0.232
H 1.267036 -2.343383 5.732927 0.316 0.175 0.521 0.090
H 2.390775 -3.717145 6.179265 0.177 0.077 0.582 0.103
H 1.080415 -4.848730 4.634377 -0.982 -0.823 0.476 0.114
H 0.609473 -3.296811 3.796391 -0.486 -0.459 0.606 0.116
H 1.844290 -4.355846 2.349287 0.111 -0.263 -0.514 0.122
H 3.193505 -4.752975 3.384469 0.005 -0.078 0.373 0.135
H 2.032013 -2.027935 2.815056 0.188 0.331 -0.183 0.090
H 3.645509 -2.640958 2.304923 0.877 0.608 -0.598 0.084
O 1.133792 6.422894 -1.455599 0.145 -0.610 -0.046 -0.325
S 2.152220 5.390315 -1.447382 0.995 -1.208 -1.079 0.742
O 2.295091 4.471789 -2.617465 -0.116 2.073 1.603 -0.372
C 3.746707 6.176495 -0.989509 -0.532 -1.215 -0.263 -0.195
C 4.434156 5.160185 -0.057742 -1.110 0.735 1.222 -0.180
C 3.271158 4.588684 0.850512 1.142 0.956 0.752 -0.209
C 2.109933 4.300144 -0.002649 -2.023 0.331 -0.790 -0.255
H 3.456275 7.078712 -0.456023 0.062 0.061 -0.015 0.102
H 4.264080 6.406784 -1.910645 0.187 0.077 -0.127 0.102
H 4.924258 4.335803 -0.522858 0.363 -0.267 -0.758 0.071
H 5.137572 5.747533 0.538784 0.100 -0.398 0.088 0.111
H 3.006543 5.343936 1.609611 0.170 -0.224 -0.187 0.123
H 3.448453 3.640212 1.364890 0.738 0.253 0.106 0.110
H 1.146319 4.506236 0.486340 0.240 -0.345 -0.134 0.113
H 2.153827 3.281164 -0.365587 -0.251 -0.083 -0.285 0.090
O 5.605989 -1.210285 1.261252 0.518 -1.101 -0.312 -0.305
S 5.215065 0.071478 1.750730 -1.117 0.314 1.115 0.659
O 3.796995 0.341595 1.862332 -0.186 0.182 -0.139 -0.327
C 5.932528 0.432020 3.415397 -0.213 -0.509 -0.966 -0.190
C 7.112548 1.322430 3.048973 -0.601 -0.396 1.091 -0.231
C 6.601078 2.218363 1.972250 1.709 1.195 -1.865 -0.233
C 6.020454 1.350984 0.831928 -0.732 1.154 1.446 -0.206
H 6.210327 -0.505766 3.866510 0.033 -0.427 0.112 0.094
H 5.074717 0.833174 3.966800 0.491 0.343 -0.033 0.090
H 7.440953 1.944328 3.879813 0.225 -0.273 0.188 0.119
H 7.941741 0.690651 2.682890 -0.268 0.351 0.194 0.134
H 7.504008 2.770676 1.634867 -0.645 -0.056 -0.332 0.125
H 5.923704 3.000272 2.314812 -0.339 -0.326 0.153 0.113
H 6.735466 0.885711 0.215656 1.134 -0.523 -0.604 0.097
H 5.299439 1.856142 0.199290 -0.144 -0.043 0.093 0.058
O -4.884930 -2.846573 1.465579 -0.790 0.469 0.878 -0.353
S -5.424023 -2.491070 2.777571 1.117 -0.515 -0.147 0.684
O -5.169531 -3.392301 3.873426 -0.238 -0.051 0.058 -0.312
C -4.830401 -0.826255 3.214737 0.810 -0.992 -0.656 -0.204
C -6.082174 -0.017943 3.455524 -0.984 -0.983 -1.351 -0.197
C -7.278099 -0.996596 3.744658 -0.185 -0.200 -0.134 -0.182
C -7.184511 -2.144912 2.685316 0.662 0.539 0.051 -0.204
H -4.203026 -0.660395 2.298662 -0.636 0.731 0.992 0.082
H -4.207193 -0.815542 4.128896 -0.166 -0.574 -0.644 0.124
H -5.859132 0.671699 4.218679 -0.283 0.956 0.973 0.100
H -6.338845 0.499853 2.536684 -0.082 0.351 0.001 0.087
H -8.257797 -0.495153 3.770052 0.420 -0.018 -0.414 0.115
H -7.214552 -1.467695 4.733041 0.340 0.076 -0.136 0.113
H -7.374345 -1.907127 1.611748 -0.148 0.126 0.946 0.107
H -7.642111 -3.094748 2.978097 -0.170 0.327 -0.078 0.106
```
Forces are in eV/Å.

The total energy is -8470.42313 Ha. Its net charge is 0. The SMILES is O=S1(=O)CCCC1.O=S1(=O)CCCC1.O=S1(=O)CCCC1.O=S1(=O)CCCC1.O=S1(=O)CCCC1.O=S1(=O)CCCC1.O=S1(=O)CCCC1.O=S1(=O)CCCC1.O=S1(=O)CCCC1.O=S1(=O)CCCC1.O=S1(=O)CCCC1.O=S1(=O)CCCC1. The value obtained for the highest occupied orbital energy is -9.92 eV.